# 1
C25H20ClN3O3S | the ωB97M-V functional and the def2-TZVPD basis

Output
Charge   0
Highest occupied orbital energy   -8.69 eV
Kohn-Sham gap   0.3406 hartree
SMILES   O=C(CSc1nnc(COc2ccc(Cl)cc2)o1)N1c2ccccc2CCc2ccccc21
Lowest unoccupied orbital energy   0.58 eV

Last column: Löwdin charge in e.
Element x y z (Å)
O  1.424761  1.644277  1.838215  0.0600
C  1.438269  0.470073  1.541379  -0.5334
C  0.642135  -0.560939  2.345465  -0.3290
S  -0.866801  0.231865  2.975535  1.0504
C  -1.439359  0.787117  1.457347  -0.6565
N  -0.981386  0.467346  0.282231  0.0588
N  -1.732550  1.139267  -0.612660  0.1126
C  -2.600219  1.827468  0.049000  -0.3267
C  -3.639508  2.740723  -0.504987  -0.1013
O  -4.905635  2.550428  0.075207  -0.0261
C  -5.541354  1.352556  -0.096128  -0.2582
C  -6.755347  1.219582  0.579135  0.0028
C  -7.490514  0.057860  0.480010  -0.0998
C  -7.013101  -0.986384  -0.298979  -0.6849
Cl  -7.927699  -2.448566  -0.425174  0.6622
C  -5.812510  -0.866803  -0.974523  -0.0962
C  -5.073974  0.301644  -0.876623  -0.0080
O  -2.472172  1.647193  1.385826  0.1164
N  2.191386  -0.045643  0.545968  0.0488
C  2.224072  -1.416831  0.174096  -0.1805
C  1.171708  -1.989932  -0.524505  -0.0083
C  1.257530  -3.319392  -0.900286  -0.0701
C  2.387288  -4.058186  -0.588314  -0.0782
C  3.439435  -3.472568  0.095262  -0.0273
C  3.368743  -2.144094  0.485722  -0.1608
C  4.485076  -1.423548  1.176640  -0.1231
C  5.190385  -0.481867  0.195665  -0.1216
C  4.363758  0.624252  -0.417186  -0.1355
C  5.049272  1.526152  -1.229823  -0.0462
C  4.414476  2.581382  -1.852417  -0.0832
C  3.050523  2.755628  -1.686432  -0.0719
C  2.346433  1.870931  -0.896534  0.0020
C  2.993560  0.819655  -0.254961  -0.1278
H  1.210444  -0.859686  3.226929  0.0970
H  0.366312  -1.436248  1.763400  0.0727
H  -3.657421  2.619176  -1.595201  0.1428
H  -3.376093  3.775998  -0.262527  0.1457
H  -7.101846  2.045679  1.178832  0.1216
H  -8.427681  -0.041540  1.004092  0.1066
H  -5.447735  -1.682291  -1.578838  0.1079
H  -4.140457  0.370413  -1.412167  0.1038
H  0.306871  -1.387935  -0.760503  0.1035
H  0.444928  -3.776782  -1.443854  0.1038
H  2.452091  -5.094274  -0.885098  0.1023
H  4.321838  -4.050340  0.329294  0.1124
H  5.214511  -2.138527  1.561330  0.1173
H  4.094963  -0.845408  2.017959  0.1242
H  6.038418  -0.018596  0.708368  0.1218
H  5.599782  -1.082791  -0.623890  0.1293
H  6.113220  1.389769  -1.364907  0.1134
H  4.981219  3.263947  -2.467775  0.1013
H  2.538431  3.570546  -2.174528  0.1032
H  1.281550  1.978249  -0.764109  0.1100

Force components x, y, z for each atom (eV/Å):
O 0.1 0.1 0.0
C 0.0 -0.1 0.5
C -0.5 0.3 -0.1
S 0.1 -0.2 0.6
C 0.2 -0.3 -0.6
N 0.4 -0.5 1.2
N -1.1 0.9 -0.8
C 0.3 -0.2 -0.5
C 0.1 0.2 0.1
O -0.2 0.0 0.1
C -0.2 -0.2 0.0
C 0.2 0.1 -0.1
C 0.1 0.0 -0.1
C 0.2 0.1 -0.1
Cl -0.1 -0.2 0.0
C -0.2 -0.1 0.1
C 0.1 0.3 0.0
O 0.0 0.1 0.2
N 0.4 0.0 -0.4
C -0.1 -0.5 -0.1
C 0.1 0.0 -0.1
C 0.0 0.0 0.0
C 0.0 -0.1 0.0
C 0.0 0.0 0.0
C -0.1 0.1 0.2
C 0.1 0.0 -0.1
C 0.0 -0.1 0.2
C -0.1 0.1 0.0
C -0.1 0.0 -0.1
C 0.1 0.0 0.0
C -0.1 0.0 0.0
C 0.0 0.0 -0.1
C 0.2 0.4 -0.2
H 0.0 0.0 0.0
H 0.1 0.0 0.1
H 0.1 0.0 0.2
H -0.1 -0.2 -0.1
H -0.1 0.1 0.1
H -0.1 0.0 0.0
H 0.0 -0.1 0.0
H 0.1 0.0 0.0
H -0.1 0.1 0.0
H -0.1 0.0 0.0
H 0.0 -0.1 0.0
H 0.1 -0.1 0.0
H 0.0 0.0 0.0
H 0.1 -0.1 0.0
H 0.0 0.0 -0.1
H 0.0 0.0 0.1
H 0.1 0.0 0.0
H 0.1 0.1 -0.1
H -0.1 0.1 0.0
H -0.1 0.0 0.0



# 2
C25H20MnN9O7S4 | the ωB97M-V functional and the def2-TZVPD basis

Output
Charge   -1
Highest occupied orbital energy (spin up / spin down)   -4.42 / -4.40 eV
Kohn-Sham gap (spin up / spin down)   0.1998 / 0.1990 hartree
2S+1   2
ΔE to the lowest compared entry with this formula, charge and spin   0.0 kcal/mol
<S²>   0.797
Lowest unoccupied orbital energy (spin up / spin down)   1.01 / 1.01 eV

Last column: Löwdin spin population.
Element x y z (Å)
Mn  -0.176418  1.146799  1.141581  0.9889
N  -1.133697  1.157883  4.501919  0.0015
C  -1.597175  2.145846  3.726344  0.0027
N  -1.299383  2.294246  2.459555  -0.0036
C  -1.860690  3.447525  1.944733  -0.0010
C  -2.606045  4.177380  2.799798  0.0000
S  -2.611015  3.415706  4.352538  0.0006
C  -1.562955  3.703915  0.538732  -0.0005
C  -2.129243  4.595637  -0.302275  -0.0001
S  -1.449099  4.415795  -1.880147  0.0000
C  -0.457632  3.118252  -1.291184  0.0001
N  -0.609431  2.873818  -0.019942  -0.0043
N  0.418520  2.462870  -2.094314  0.0002
H  -0.614484  0.409731  4.025405  0.0001
H  -1.593662  0.954229  5.369709  0.0001
H  -3.129083  5.100302  2.620882  -0.0001
H  -2.915452  5.302766  -0.103396  0.0000
H  0.162181  2.360146  -3.062999  0.0000
H  0.827383  1.642182  -1.650519  -0.0001
S  1.861464  1.897058  2.154340  0.0028
C  2.656960  0.363601  2.363497  -0.0009
C  4.052312  0.301588  2.409112  0.0021
C  4.740789  -0.902891  2.491635  -0.0006
C  6.174609  -0.901984  2.465842  -0.0002
N  7.324711  -0.896364  2.425206  -0.0007
C  4.018853  -2.103184  2.560313  0.0029
C  2.627964  -2.054804  2.554635  0.0000
C  1.925925  -0.853384  2.457085  0.0015
S  0.179275  -0.882334  2.408148  -0.0069
C  4.682187  -3.372542  2.602071  0.0006
N  5.187901  -4.406226  2.630606  0.0016
H  4.613619  1.225136  2.344699  -0.0001
H  2.068221  -2.979658  2.620103  -0.0003
C  3.639566  0.186839  -1.028263  0.0004
N  2.816901  -1.013983  -0.917910  0.0002
C  3.445017  -2.319898  -1.041510  0.0000
C  1.526281  -0.877375  -0.581881  0.0002
C  0.690348  -2.115411  -0.439914  0.0005
O  1.058291  0.259580  -0.403341  -0.0005
H  4.672456  -0.070903  -0.804655  0.0000
H  3.291534  0.937593  -0.322905  0.0003
H  3.584085  0.605355  -2.036907  0.0000
H  4.434348  -2.189714  -1.471990  0.0000
H  2.873977  -2.975054  -1.698795  0.0000
H  3.554928  -2.802519  -0.067394  0.0000
H  1.131597  -2.810324  0.274593  0.0001
H  0.617493  -2.616933  -1.408948  0.0001
H  -0.294008  -1.827104  -0.089520  0.0001
O  -3.222870  -0.898994  1.119017  0.0003
C  -2.702819  -0.359453  0.151258  0.0013
O  -1.754778  0.479048  0.091833  0.0114
C  -3.189959  -0.748309  -1.249031  -0.0005
C  -4.214875  -1.666582  -1.417456  -0.0003
C  -4.619317  -1.989518  -2.702560  0.0000
C  -4.046634  -1.438880  -3.833100  -0.0001
C  -3.026868  -0.529993  -3.624316  0.0000
C  -2.589014  -0.177401  -2.362281  0.0002
N  -2.381395  0.085407  -4.798322  0.0000
O  -2.798524  -0.215902  -5.898001  0.0000
O  -1.489075  0.888639  -4.599995  0.0000
N  -5.712303  -2.964700  -2.888632  0.0000
O  -6.199318  -3.461451  -1.895715  0.0000
O  -6.027231  -3.247618  -4.028963  0.0000
H  -4.678313  -2.109536  -0.547425  0.0000
H  -4.379264  -1.705977  -4.822783  0.0000
H  -1.787651  0.532017  -2.217872  0.0001

Force components x, y, z for each atom (eV/Å):
Mn 0.3 0.1 0.2
N 0.0 0.0 0.0
C 0.0 0.0 0.0
N -0.1 0.0 -0.1
C 0.0 0.0 0.0
C 0.0 0.0 0.0
S 0.0 0.0 0.0
C 0.0 0.0 0.0
C 0.0 0.0 0.0
S 0.0 0.0 0.0
C 0.0 0.0 0.0
N 0.0 0.0 0.0
N 0.0 0.0 0.0
H 0.0 0.0 0.0
H 0.0 0.0 0.0
H 0.0 0.0 0.0
H 0.0 0.0 0.0
H 0.0 0.0 0.0
H 0.0 0.0 0.0
S -0.2 -0.1 -0.1
C 0.0 0.0 0.0
C 0.0 0.0 0.0
C 0.0 0.0 0.0
C 0.0 -0.1 0.0
N 0.0 0.0 0.0
C 0.0 0.0 0.0
C 0.0 0.0 0.0
C -0.1 0.0 0.0
S 0.0 0.1 0.2
C 0.0 0.0 0.1
N 0.0 0.0 0.0
H 0.0 0.0 0.0
H 0.0 0.0 0.0
C 0.0 0.0 0.0
N 0.0 0.0 0.0
C 0.0 0.0 -0.1
C 0.1 -0.1 0.3
C -0.1 0.0 -0.2
O -0.2 0.1 -0.3
H 0.0 0.0 0.0
H 0.0 0.0 0.0
H 0.0 0.0 0.0
H 0.0 0.0 0.0
H 0.0 0.0 0.0
H 0.0 0.0 0.0
H 0.0 0.0 0.0
H 0.0 0.0 0.0
H 0.0 0.0 0.0
O -0.1 0.1 0.0
C 0.2 -0.2 -0.1
O -0.1 0.1 0.1
C -0.1 0.1 0.0
C 0.0 0.0 0.0
C -0.1 0.1 0.0
C 0.0 0.0 0.0
C 0.1 -0.1 0.0
C 0.0 0.0 0.0
N -0.2 0.2 0.0
O 0.1 -0.1 0.0
O 0.1 -0.1 0.0
N 0.3 -0.3 0.0
O -0.1 0.1 0.0
O -0.1 0.1 0.0
H 0.0 0.0 0.0
H 0.0 0.0 0.0
H 0.0 0.0 0.0



# 3
C25H20N5O2Sr | the ωB97M-V functional and the def2-TZVPD basis

Output
Charge   +1
Highest occupied orbital energy   -9.72 eV
Kohn-Sham gap   0.2356 hartree
ΔE to the lowest compared entry with this formula, charge and spin   4.0 kcal/mol
Lowest unoccupied orbital energy   -3.31 eV

Last column: Löwdin charge in e.
Element x y z (Å)
Sr  -0.710912  0.024023  -2.480696  1.6429
C  0.484176  -6.298341  1.914667  -0.0776
O  0.451951  -5.493424  3.081982  -0.0756
C  1.240132  -4.388394  3.104141  -0.2803
C  1.194841  -3.632242  4.272269  0.0088
C  1.991015  -2.511167  4.386682  -0.0283
C  2.792836  -2.094846  3.330121  -0.2766
C  2.854451  -2.860118  2.179065  -0.0171
C  2.088052  -4.014985  2.063059  -0.0041
N  3.622887  -0.934247  3.624394  0.0750
N  3.854255  -0.048006  2.791517  0.0828
C  3.187134  -0.078711  1.491384  -0.2485
C  3.951076  -0.089911  0.368163  -0.0240
C  3.370325  -0.081821  -0.918200  0.0040
C  2.010906  -0.011695  -1.094060  -0.3888
O  1.429935  0.021052  -2.285805  -0.4189
C  1.196127  0.079242  0.096442  -0.1458
N  -0.171588  0.214471  -0.062850  -0.0409
C  -0.918695  0.371582  1.006660  -0.1432
C  -0.413808  0.416984  2.313531  -0.0319
C  0.928617  0.261765  2.490177  0.0231
C  1.781379  0.065938  1.377339  -0.1016
H  -0.247601  -7.084958  2.068477  0.0942
H  1.470508  -6.745189  1.771233  0.0986
H  0.214583  -5.718308  1.028688  0.0900
H  0.563001  -3.962042  5.085989  0.1238
H  2.009987  -1.939984  5.307324  0.1185
H  3.521798  -2.592975  1.371821  0.1152
H  2.180133  -4.619603  1.173558  0.1028
H  5.028655  -0.129587  0.476274  0.1239
H  3.997192  -0.115774  -1.799773  0.1201
H  -1.987868  0.479258  0.844298  0.1032
H  -1.080443  0.574566  3.148952  0.1130
H  1.354033  0.306923  3.483623  0.1193
N  -3.314915  0.602732  -2.399543  -0.0166
C  -3.553185  1.991288  -2.784081  -0.2371
C  -4.819867  2.441980  -3.009134  -0.0116
C  -5.077198  3.788908  -3.351033  -0.0454
C  -4.046780  4.672704  -3.439253  -0.0117
C  -2.717251  4.236805  -3.220874  -0.1400
C  -1.615812  5.122585  -3.314500  0.0179
C  -0.349747  4.665953  -3.126891  -0.0196
C  -0.169419  3.294975  -2.859306  -0.1027
N  -1.163038  2.440650  -2.750700  -0.0451
C  -2.452107  2.890240  -2.913094  -0.1680
H  -4.007899  0.021911  -2.861835  0.0945
H  -3.522180  0.512667  -1.406116  0.0934
H  -5.649857  1.751284  -2.911888  0.1234
H  -6.095276  4.109334  -3.523188  0.1171
H  -4.224560  5.713093  -3.680279  0.1250
H  -1.800418  6.166497  -3.538917  0.1305
H  0.510523  5.316173  -3.191846  0.1191
H  0.829906  2.890763  -2.727947  0.1210

Force components x, y, z for each atom (eV/Å):
Sr -1.0 -0.8 -0.7
C 0.0 0.0 0.1
O 0.0 0.1 -0.1
C 0.0 -0.2 -0.1
C 0.1 0.1 0.0
C -0.1 -0.1 0.2
C 0.3 0.5 0.3
C 0.1 -0.2 -0.2
C 0.0 0.1 0.1
N -0.1 -0.3 -0.3
N -0.5 -0.3 -0.4
C 0.2 0.2 0.5
C 0.1 0.0 -0.4
C 0.3 0.0 0.2
C -0.3 0.1 -0.1
O 1.2 0.0 0.6
C -0.2 0.1 -0.2
N 0.6 -0.1 0.3
C -0.1 0.0 0.0
C -0.1 0.0 -0.1
C 0.2 0.0 0.0
C -0.1 0.1 0.3
H 0.0 0.0 0.0
H 0.0 0.0 0.0
H 0.0 0.0 0.0
H 0.0 0.0 0.0
H 0.0 0.0 0.0
H 0.0 0.0 0.0
H 0.0 0.0 0.0
H 0.0 0.0 0.0
H 0.0 0.0 0.0
H 0.0 0.0 0.0
H 0.0 0.0 0.0
H 0.0 0.0 0.0
N -0.3 0.4 0.0
C 0.2 -0.1 0.1
C -0.2 0.1 -0.1
C 0.0 -0.2 0.0
C 0.1 0.0 0.0
C 0.0 0.2 -0.1
C -0.2 0.1 0.0
C 0.1 -0.2 0.0
C 0.0 0.1 0.1
N -0.4 0.4 -0.1
C 0.1 -0.2 0.0
H 0.0 0.0 0.0
H 0.0 0.0 0.0
H 0.0 0.0 0.0
H 0.0 0.0 0.0
H 0.0 0.0 0.0
H 0.0 0.0 0.0
H 0.0 0.0 0.0
H 0.0 0.0 0.0



# 4
C25H21BrHfIN5S | the ωB97M-V functional and the def2-TZVPD basis

Output
Charge   +2
Highest occupied orbital energy   -14.14 eV
Kohn-Sham gap   0.2555 hartree
ΔE to the lowest compared entry with this formula, charge and spin   3.1 kcal/mol
Lowest unoccupied orbital energy   -7.19 eV

Last column: Löwdin charge in e.
Element x y z (Å)
Hf  -1.087813  0.614879  -0.074383  1.3555
N  -3.557138  4.067618  -0.665079  0.1396
C  -2.902226  3.103330  -0.026817  -0.8208
S  -3.470611  1.439651  -0.252885  0.6490
N  -1.890940  3.450542  0.743282  0.0213
N  -1.291574  2.333508  1.262286  -0.2048
C  -0.808760  2.338428  2.448440  -0.0066
C  -0.345042  1.052206  2.978828  -0.2637
C  0.075984  0.907151  4.286273  0.0268
C  0.388984  -0.368143  4.749320  0.0099
C  0.271338  -1.446715  3.892469  -0.0134
C  -0.134258  -1.217532  2.585346  -0.1242
N  -0.443332  -0.001946  2.128702  -0.0346
H  -4.395427  3.873616  -1.185504  0.1116
H  -3.287110  5.026262  -0.506250  0.1311
H  -0.834730  3.235195  3.059637  0.1567
H  0.144113  1.768420  4.935184  0.1370
H  0.712640  -0.509678  5.771051  0.1346
H  0.495249  -2.452825  4.212572  0.1282
H  -0.213867  -2.038804  1.882968  0.1177
N  -2.025174  -1.271004  -1.018162  -0.0205
C  -1.093546  -1.747834  -2.049577  -0.3078
C  -0.705718  -3.078412  -1.989144  -0.0408
C  0.194916  -3.577691  -2.914683  -0.0462
C  0.696247  -2.734281  -3.897628  -0.0375
C  0.304665  -1.408315  -3.939660  -0.0188
C  -0.593800  -0.866267  -3.013773  -0.1985
C  -0.848653  0.609592  -3.094191  -0.2397
C  -1.171581  1.151005  -4.338151  -0.0170
C  -1.182799  2.522203  -4.528154  -0.0323
C  -0.835511  3.369925  -3.488247  -0.0507
C  -0.543454  2.842239  -2.238998  -0.1252
C  -0.575403  1.461652  -2.003532  -0.3488
H  -2.302608  -2.061120  -0.433085  0.1202
H  -2.889830  -0.940566  -1.459730  0.0931
H  -1.130109  -3.735162  -1.238294  0.1208
H  0.486785  -4.617358  -2.880232  0.1208
H  1.396177  -3.109338  -4.630765  0.1231
H  0.720152  -0.751147  -4.692650  0.1319
H  -1.387428  0.492673  -5.169780  0.1291
H  -1.433296  2.927665  -5.498802  0.1219
H  -0.794393  4.438056  -3.649540  0.1179
H  -0.301018  3.526052  -1.430658  0.0960
Br  3.218809  1.609190  1.954245  0.7824
C  3.216712  -0.264315  2.172182  -0.7382
C  3.807192  -0.802585  3.309628  -0.1094
C  3.825073  -2.175271  3.498869  -0.0469
C  3.262828  -3.023676  2.554181  -0.0572
C  2.679822  -2.494068  1.412937  -0.1537
C  2.654588  -1.114293  1.231173  -0.7112
I  1.801413  -0.379892  -0.527955  1.2319
H  4.265098  -0.144318  4.033935  0.1144
H  4.297045  -2.583421  4.382237  0.1237
H  3.296886  -4.095372  2.690783  0.1212
H  2.264456  -3.149692  0.659774  0.1012

Force components x, y, z for each atom (eV/Å):
Hf -0.4 -0.4 -0.3
N -0.1 -0.1 0.1
C 0.0 0.2 0.0
S 0.2 0.0 0.1
N -0.1 -0.2 -0.1
N 0.0 0.2 0.5
C 0.0 0.0 -0.1
C 0.1 0.0 0.1
C 0.0 -0.1 -0.1
C 0.0 0.0 0.0
C 0.0 0.0 -0.1
C 0.0 0.0 0.1
N 0.1 0.1 -0.1
H 0.0 0.0 0.0
H 0.0 0.0 0.0
H 0.0 0.0 0.0
H 0.0 0.0 0.0
H 0.0 0.0 0.0
H 0.0 0.0 0.0
H 0.0 0.0 0.0
N -0.2 0.2 0.0
C 0.0 0.0 0.0
C 0.0 0.0 -0.1
C 0.0 0.1 0.0
C 0.0 0.0 0.0
C 0.0 0.0 0.0
C 0.0 -0.1 0.1
C 0.1 -0.1 -0.1
C 0.0 -0.1 0.0
C 0.0 0.0 0.0
C 0.0 0.0 0.1
C -0.1 0.1 0.0
C 0.2 0.0 0.1
H 0.0 0.1 -0.1
H 0.1 -0.1 0.0
H 0.0 0.0 0.0
H 0.0 0.0 0.0
H 0.0 0.0 0.0
H 0.0 0.0 0.0
H 0.0 0.0 0.0
H 0.0 0.0 0.0
H 0.0 0.0 0.0
H 0.0 0.0 0.0
Br 0.0 0.0 0.1
C 0.0 0.1 0.1
C 0.0 0.0 0.0
C 0.0 0.0 0.0
C 0.0 0.1 0.0
C 0.0 0.1 0.0
C 0.0 -0.2 0.0
I 0.0 0.1 -0.1
H 0.0 0.0 0.0
H 0.0 0.0 0.0
H 0.0 0.0 0.0
H 0.0 0.0 0.0